No. 1
{"formula": "C2H6NO", "method": "ωB97M-V/def2-TZVPD", "symbols": ["O", "N", "C", "C", "H", "H", "H", "H", "H", "H"], "xyz": [[-0.308069, -2.063013, -1.488274], [0.570239, 0.478344, 0.155480], [0.751648, 0.311064, 1.429675], [-0.507336, 1.111365, -0.356434], [0.098942, 0.771388, 2.189204], [0.164352, -1.751986, -0.696300], [-1.405137, 1.284264, 0.231096], [-0.484527, 1.360984, -1.410771], [1.558537, -0.278476, 1.861767], [-0.438649, -1.223934, -1.915443]], "forces_ev_per_a": [[0.432, -0.600, 0.460], [-0.631, 0.606, -0.724], [-0.141, -0.266, 1.248], [0.977, -0.559, -0.062], [-0.177, -0.047, -0.201], [-0.150, -0.041, -0.047], [-0.036, 0.240, 0.150], [-0.161, -0.089, -0.052], [0.193, 0.027, -0.477], [-0.305, 0.729, -0.295]], "charge": -1, "mol_weight_g_mol": 60.1, "gap_ev": 6.039, "homo_energy_ev": -1.0755, "lumo_ev": 4.964}

No. 2
{"formula": "C2H6NO2", "method": "ωB97M-V/def2-TZVPD", "symbols": ["O", "O", "N", "C", "C", "H", "H", "H", "H", "H", "H"], "xyz": [[-0.234918, -0.781754, 1.431834], [0.436917, -2.224626, -0.578826], [0.435829, -0.221065, 0.388952], [0.194993, 1.183294, 0.223262], [0.484541, -1.008931, -0.725811], [0.991304, 1.564486, -0.293869], [-0.812869, 1.309178, -0.386714], [1.021798, -0.452043, -1.616271], [-1.555503, -0.291952, -0.622957], [0.095774, 1.704551, 1.222188], [-1.057867, -0.781138, 0.958212]], "forces_ev_per_a": [[0.980, 0.271, 0.959], [0.188, -0.046, -1.369], [2.245, 1.602, 0.006], [-3.309, 0.143, 1.193], [0.969, -0.500, 0.136], [2.074, 1.319, -1.354], [1.576, -0.204, 1.177], [-1.292, -0.813, 1.169], [-0.613, -0.387, -0.323], [0.209, -0.771, -1.067], [-3.028, -0.614, -0.526]], "charge": -1, "mol_weight_g_mol": 76.1, "gap_ev": 6.639, "homo_energy_ev": -2.1709, "lumo_ev": 4.468}

No. 3
{"formula": "C2H6NO2", "method": "ωB97M-V/def2-TZVPD", "symbols": ["O", "O", "N", "C", "C", "H", "H", "H", "H", "H", "H"], "xyz": [[-0.180281, -2.620395, 1.258832], [0.739430, 1.718942, -0.996573], [-0.239056, -0.657677, 0.002005], [0.145691, 2.827274, -0.409941], [-0.493651, -1.918991, 0.269466], [-0.080983, 2.666278, 0.648238], [-0.776400, 3.163392, -0.913402], [0.146156, 0.939756, -0.941978], [0.812744, 3.687850, -0.506146], [-1.076641, -2.425589, -0.529943], [0.248847, -0.292467, 0.818263]], "forces_ev_per_a": [[-0.005, 0.061, 0.135], [0.236, 0.220, -0.585], [-0.255, 0.186, 0.016], [-0.343, 0.435, -0.115], [-0.066, -0.178, -0.180], [-0.041, 0.059, 0.107], [-0.094, -0.279, 0.064], [0.094, -0.448, 0.410], [0.253, -0.106, 0.167], [-0.022, -0.004, -0.143], [0.244, 0.055, 0.124]], "charge": -1, "mol_weight_g_mol": 76.1, "gap_ev": 7.593, "homo_energy_ev": -3.5944, "lumo_ev": 3.998}

No. 4
{"formula": "C2H6NO2", "method": "ωB97M-V/def2-TZVPD", "symbols": ["O", "O", "N", "C", "C", "H", "H", "H", "H", "H", "H"], "xyz": [[-1.428058, 1.879181, -1.659941], [0.195566, 0.675090, -0.852765], [1.283378, -1.240151, 1.018950], [-0.790691, 0.732590, -1.575071], [0.579147, -0.459986, 1.731946], [1.790030, -2.003301, 1.434449], [-2.254021, 1.880526, -2.162938], [0.618332, -0.546071, 2.816331], [-1.151327, -0.144142, -2.129811], [-0.187755, 0.190701, 1.342475], [1.345396, -0.964439, 0.036376]], "forces_ev_per_a": [[-0.249, 0.153, -0.025], [-0.762, -0.556, -0.643], [-0.502, 1.359, -0.310], [1.136, 0.185, 0.967], [-0.657, -0.709, 1.485], [0.662, -0.052, -0.057], [0.116, -0.298, -0.187], [0.017, -0.266, -0.101], [-0.199, 0.283, -0.127], [0.628, 0.539, -0.634], [-0.190, -0.638, -0.370]], "charge": 1, "mol_weight_g_mol": 76.1, "gap_ev": 9.804, "homo_energy_ev": -15.1463, "lumo_ev": -5.343}

No. 5
{"formula": "C2H6NO2P", "method": "ωB97M-V/def2-TZVPD", "symbols": ["P", "O", "O", "N", "C", "C", "H", "H", "H", "H", "H", "H"], "xyz": [[-1.310742, -0.994781, -0.155642], [1.894652, -1.947110, 0.891106], [2.170735, -0.491510, -1.051668], [2.716062, 0.219074, 0.183750], [2.252627, -1.036424, 0.243835], [1.842465, 1.322995, 0.598800], [2.089331, 1.362837, 1.586241], [-2.009488, -2.263252, 0.044995], [-1.236949, -1.326602, -1.526044], [2.101137, 2.188243, 0.027486], [-2.195378, 0.077835, -0.309679], [0.801065, 1.083447, 0.588818]], "forces_ev_per_a": [[1.046, -1.259, -0.114], [0.450, -0.342, -0.147], [0.186, -1.537, 1.225], [0.561, 1.164, -0.175], [-1.425, 0.774, -1.606], [0.212, -1.395, -1.583], [0.788, 1.016, 2.946], [-0.362, 1.308, 0.189], [0.176, 0.360, -0.076], [0.089, 0.537, -0.110], [-0.959, -0.384, -0.007], [-0.761, -0.243, -0.542]], "mol_weight_g_mol": 107.0, "gap_ev": 10.521, "homo_energy_ev": -9.6503, "smiles": "CN1OC1=O.P", "lumo_ev": 0.870}

No. 6
{"formula": "C2H6NO2PS", "method": "ωB97M-V/def2-TZVPD", "symbols": ["S", "P", "O", "O", "N", "C", "C", "H", "H", "H", "H", "H", "H"], "xyz": [[0.822661, -0.917715, 0.384896], [-1.754458, 1.063398, 0.742096], [-0.617811, -0.538849, 0.836581], [1.379709, -1.991734, 1.183525], [-0.330616, 1.889481, 0.331441], [0.514993, -1.673457, -1.294967], [0.772948, 1.959169, -0.053246], [1.703519, 2.328462, -0.380931], [1.482645, -1.756176, -1.784905], [-2.327871, 2.389859, 0.947209], [0.074556, -2.654496, -1.165532], [-0.141117, -1.016761, -1.854691], [-1.579157, 0.918818, 2.108523]], "forces_ev_per_a": [[-0.614, 0.623, -1.306], [-2.244, 0.144, 0.215], [1.072, -1.064, -0.364], [0.348, -0.546, 0.437], [3.599, 0.640, -1.151], [0.226, 0.413, 0.888], [-2.748, -0.411, 1.002], [0.666, 0.105, -0.150], [0.051, -0.022, 0.013], [-0.015, 0.051, -0.048], [-0.118, -0.136, 0.130], [-0.123, 0.122, -0.069], [-0.101, 0.082, 0.400]], "mol_weight_g_mol": 139.1, "gap_ev": 7.878, "homo_energy_ev": -8.3184, "lumo_ev": -0.440}

No. 7
{"formula": "C2H6NO3", "method": "ωB97M-V/def2-TZVPD", "symbols": ["O", "O", "O", "N", "C", "C", "H", "H", "H", "H", "H", "H"], "xyz": [[0.231628, 2.504568, -1.410789], [-0.811693, -0.141420, 2.323415], [-0.996759, 0.724364, 0.226566], [0.205339, -1.812216, -0.502637], [0.669661, -0.910348, 0.584071], [-0.551239, -0.047326, 1.123388], [1.124509, -1.421258, 1.436796], [-0.712921, -2.162496, -0.215640], [-0.142946, 1.918557, -0.702126], [-0.588779, 2.775670, -1.834478], [1.440392, -0.215966, 0.289170], [0.132809, -1.212128, -1.317736]], "forces_ev_per_a": [[-0.384, 0.007, 0.191], [-0.727, -0.004, 0.308], [-0.793, 0.068, 0.320], [0.977, 0.158, 0.568], [-1.326, -0.099, 0.984], [2.257, 0.232, -0.738], [-0.305, -0.577, -0.140], [0.346, 0.361, -0.516], [0.271, -0.241, -0.091], [0.125, 0.115, -0.157], [0.151, 0.230, -0.796], [-0.593, -0.251, 0.067]], "charge": -1, "mol_weight_g_mol": 92.1, "gap_ev": 8.307, "homo_energy_ev": -4.0290, "lumo_ev": 4.278}

No. 8
{"formula": "C2H6NO3", "method": "ωB97M-V/def2-TZVPD", "symbols": ["O", "O", "O", "N", "C", "C", "H", "H", "H", "H", "H", "H"], "xyz": [[-1.698232, -0.394292, -2.282399], [-0.490674, 1.613489, -0.648910], [1.066701, 1.733567, 0.960550], [1.035151, -0.918571, 1.544847], [0.502951, -0.424397, 0.273600], [0.353921, 1.097672, 0.240405], [-1.012850, 0.058731, -1.593038], [1.039678, -0.822810, -0.595796], [-2.439911, 0.177020, -2.020757], [1.819786, -0.339075, 1.806022], [-0.520855, -0.706808, 0.074204], [0.344334, -1.074525, 2.241273]], "forces_ev_per_a": [[1.363, 1.352, 2.224], [1.354, -2.095, 1.602], [1.754, 1.690, 2.176], [0.635, -0.905, -1.725], [-0.844, 0.115, 0.296], [-2.062, 0.647, -3.875], [-1.611, -0.543, -2.047], [0.309, 0.319, 0.188], [0.123, -0.292, -0.363], [-0.441, 0.226, 0.472], [-0.325, -0.938, 0.504], [-0.255, 0.424, 0.548]], "charge": -1, "mol_weight_g_mol": 92.1, "gap_ev": 8.573, "homo_energy_ev": -4.3032, "lumo_ev": 4.270}

No. 9
{"formula": "C2H6NO3", "method": "ωB97M-V/def2-TZVPD", "symbols": ["O", "O", "O", "N", "C", "C", "H", "H", "H", "H", "H", "H"], "xyz": [[-1.791128, 0.868778, 1.729660], [-1.371569, -0.160967, -0.235921], [0.016541, -2.108096, -1.716312], [1.242094, 0.870410, -0.209966], [0.466933, 0.809746, 1.058379], [-1.059113, 0.449766, 0.807333], [0.945850, 0.078620, 1.701223], [0.642048, 1.183529, -0.961623], [0.416052, 1.827214, 1.433262], [-0.164567, -1.292709, -1.212321], [1.502284, -0.072321, -0.446633], [-0.845428, -2.453974, -1.947083]], "forces_ev_per_a": [[-0.196, -0.271, -0.303], [0.179, -0.188, -0.402], [0.663, -0.190, -0.262], [0.435, -0.037, 0.649], [-0.908, 0.260, -2.237], [0.539, 0.427, 1.353], [-0.060, 0.216, 0.408], [-0.196, -0.068, 0.057], [0.307, -0.148, 0.674], [-0.661, 0.078, 0.201], [0.101, -0.236, -0.282], [-0.204, 0.157, 0.145]], "charge": -1, "mol_weight_g_mol": 92.1, "gap_ev": 8.249, "homo_energy_ev": -4.0370, "lumo_ev": 4.212}

No. 10
{"formula": "C2H6NO3", "method": "ωB97M-V/def2-TZVPD", "symbols": ["O", "O", "O", "N", "C", "C", "H", "H", "H", "H", "H", "H"], "xyz": [[-0.825710, 0.879032, 0.655450], [0.372311, -0.988308, 1.088048], [1.086910, -0.878061, -1.597347], [-0.914690, -0.041340, 2.702847], [-0.409056, -0.052358, 1.379997], [0.540464, 0.205074, -2.331104], [0.920038, 0.132245, -3.358211], [-0.547283, 0.175851, -2.363060], [-1.454071, 0.750721, 2.984296], [0.716332, -0.814762, -0.665905], [0.887670, 1.145882, -1.904650], [-0.372915, -0.513978, 3.409638]], "forces_ev_per_a": [[0.058, -0.173, -0.221], [0.136, -0.085, -0.130], [-0.600, 0.255, 0.355], [0.102, -0.723, 0.367], [-0.356, 0.692, 0.003], [0.674, -0.510, 0.054], [-0.040, 0.003, 0.048], [-0.168, 0.146, 0.100], [0.092, 0.306, -0.030], [0.455, -0.250, -0.368], [-0.256, 0.280, -0.024], [-0.098, 0.060, -0.154]], "charge": -1, "mol_weight_g_mol": 92.1, "gap_ev": 8.760, "homo_energy_ev": -4.3916, "lumo_ev": 4.368}

No. 11
{"formula": "C2H6NO3", "method": "ωB97M-V/def2-TZVPD", "symbols": ["O", "O", "O", "N", "C", "C", "H", "H", "H", "H", "H", "H"], "xyz": [[1.117538, 1.930430, -0.022108], [1.295204, -0.367605, -0.476716], [1.038334, -2.871726, -1.088644], [-0.763984, 0.664642, -0.390943], [-1.110084, 1.219906, 0.952152], [0.664776, 0.767182, -0.407159], [-2.203832, 1.090088, 0.957807], [-1.145350, 2.295777, 1.073833], [-1.044902, -0.338762, -0.525914], [1.010377, -1.932838, -1.286658], [-0.756443, 0.617553, 1.716859], [1.898361, -3.074645, -0.502505]], "forces_ev_per_a": [[-0.293, -4.839, -2.288], [-0.499, 2.892, -0.172], [2.404, -1.700, 1.782], [2.344, -0.797, 0.586], [-4.256, 0.181, -2.058], [0.253, 3.074, 2.324], [-0.030, -0.467, 0.298], [1.374, -0.002, -0.289], [-0.025, 1.282, 0.171], [0.591, -0.117, 0.165], [1.178, -0.676, 1.630], [-3.038, 1.169, -2.149]], "mol_weight_g_mol": 92.1, "gap_ev": [11.843, 6.542], "homo_energy_ev": [-11.2662, -10.6341], "multiplicity": 2, "lumo_ev": [0.576, -4.092], "s2": 0.76}

No. 12
{"formula": "C2H6NO3S", "method": "ωB97M-V/def2-TZVPD", "symbols": ["S", "O", "O", "O", "N", "C", "C", "H", "H", "H", "H", "H", "H"], "xyz": [[-1.391506, -0.874046, -2.382718], [-0.462318, 0.146405, -2.799880], [-2.838017, -0.597169, -2.437274], [-0.997256, -2.275717, -2.556205], [-0.825340, -0.583232, 0.050088], [-0.836365, 0.834988, -0.013123], [0.525825, -1.134042, -0.129648], [-0.106989, 1.177765, 0.742380], [0.563996, -2.047871, -0.571786], [0.917359, -1.374317, 0.835596], [-0.510356, 1.173124, -0.901588], [1.053405, -0.440422, -0.667216], [-1.833222, 1.163350, 0.150673]], "forces_ev_per_a": [[-0.916, -1.191, 3.958], [-0.073, 0.113, -0.979], [1.658, -0.055, -0.454], [-0.265, 1.174, -0.446], [-1.036, -2.377, -3.095], [0.391, -1.354, 3.233], [-2.427, 1.455, 2.353], [-0.379, 0.579, 0.263], [-0.465, -2.597, -1.861], [0.837, 0.480, 1.134], [1.265, 1.568, -3.278], [2.218, 1.555, -1.281], [-0.810, 0.651, 0.453]], "charge": -1, "mol_weight_g_mol": 124.1, "gap_ev": [7.406, 7.403], "homo_energy_ev": [-3.4045, -3.4004], "lumo_ev": [4.002, 4.002]}